# C16H20N4O3S2

C16H20N4O3S2 in the gas phase at a distorted geometry (ωB97M-V/def2-TZVPD, the Open Molecules 2025 dataset).

The calculation puts the energy above the lowest of the compared OMol25 structures with the same formula, charge and spin at 13.7 kcal per mole. Its LUMO energy is 0.39 eV. For the largest force on an atom, the calculation gives 0.0218 Eh/bohr. Its SMILES is Cc1cc(C)nc(SCC(=O)Nc2cccc(S(=O)(=O)N(C)C)c2)n1. The frontier orbital gap is 9.2 eV.

```
45
Properties=species:S:1:pos:R:3:lowdin_charge:R:1
C -2.607 -0.866 -2.373 -0.011
C -2.842 0.046 -1.217 -0.286
N -2.818 -0.507 -0.011 0.105
C -3.006 0.282 1.030 -0.650
N -3.215 1.584 1.006 0.107
C -3.254 2.158 -0.191 -0.319
C -3.069 1.411 -1.354 0.029
H -3.100 1.876 -2.325 0.120
C -3.510 3.628 -0.228 -0.029
H -3.543 4.016 0.786 0.079
H -4.462 3.825 -0.718 0.086
H -2.729 4.134 -0.791 0.083
S -2.945 -0.496 2.598 0.984
C -2.902 -2.231 2.041 -0.355
C -1.861 -2.521 0.965 -0.564
O -2.079 -3.314 0.080 0.055
N -0.664 -1.910 1.207 0.110
C 0.479 -1.897 0.417 -0.194
C 0.581 -2.608 -0.780 0.004
C 1.745 -2.558 -1.525 -0.054
C 2.829 -1.807 -1.095 -0.065
C 2.717 -1.107 0.091 -0.287
C 1.566 -1.137 0.848 0.007
H 1.536 -0.577 1.769 0.124
S 4.084 -0.134 0.712 0.671
O 4.296 -0.459 2.091 -0.285
O 5.197 -0.237 -0.190 -0.286
N 3.399 1.416 0.659 -0.342
C 3.291 1.882 -0.703 -0.112
H 2.758 1.128 -1.279 0.081
H 4.275 2.044 -1.157 0.091
H 2.725 2.813 -0.719 0.093
C 4.044 2.350 1.556 -0.106
H 3.387 3.205 1.715 0.091
H 4.208 1.833 2.498 0.077
H 5.007 2.699 1.165 0.094
H 3.753 -1.757 -1.647 0.112
H 1.809 -3.116 -2.447 0.109
H -0.256 -3.202 -1.110 0.101
H -0.631 -1.300 2.015 0.107
H -2.686 -2.820 2.933 0.088
H -3.884 -2.503 1.658 0.090
H -3.378 -0.730 -3.129 0.085
H -1.642 -0.642 -2.827 0.089
H -2.605 -1.894 -2.024 0.071
```

=====

# C16H20N4O3S2

A 2-piece molecular cluster, C16H20N4O3S2 overall at a distorted geometry (ωB97M-V/def2-TZVPD, the Open Molecules 2025 dataset).

The calculation puts the energy above the lowest of the compared OMol25 structures with the same formula, charge and spin at 441.3 kcal per mole. Its LUMO energy is -0.06 eV. For the largest force on an atom, the calculation gives 0.3681 Eh/bohr. The frontier orbital gap is 8.9 eV.

```
45
Properties=species:S:1:pos:R:3:lowdin_charge:R:1
C 3.108 -0.256 -1.745 -0.116
N 2.063 -1.091 -1.462 -0.060
C 1.740 -1.631 -0.305 -0.585
O 0.917 -2.404 -0.117 0.116
C 3.094 -1.443 0.711 -0.396
H 2.685 -2.304 1.544 0.136
H 4.000 -2.050 0.427 0.094
S 3.076 0.211 1.310 0.976
C 1.449 0.765 1.070 -0.761
N 0.884 0.918 0.061 0.071
N -0.559 1.310 0.162 0.195
C -0.575 1.505 1.396 -0.187
N 0.805 1.169 2.217 -0.021
C 0.808 0.941 3.602 -0.082
H 0.039 0.809 4.071 -0.037
H 1.661 0.019 3.751 0.149
H 1.455 1.853 4.093 0.142
C -1.713 1.853 2.218 -0.089
C -3.080 1.747 1.593 -0.008
C -4.221 1.952 2.150 -0.049
C -4.114 2.867 3.212 -0.105
C -3.044 2.960 3.845 -0.189
C -1.871 2.675 3.333 -0.073
H -0.893 2.838 3.827 0.119
H -3.043 3.961 4.610 0.191
H -5.120 3.209 3.781 0.169
H -4.921 1.810 1.721 -0.026
H -3.108 1.103 0.630 0.146
C 1.137 -1.480 -2.648 -0.279
C 0.931 -2.828 -3.011 -0.112
H 1.668 -3.147 -3.677 0.112
H 0.671 -3.336 -2.345 -0.018
S -0.531 -2.587 -4.220 0.706
O -1.280 -3.680 -4.122 -0.258
O 0.113 -2.329 -5.554 -0.350
C -1.370 -1.046 -3.534 -0.103
C -0.269 -0.665 -2.366 -0.017
H -0.752 -1.620 -1.327 0.231
H -0.295 0.204 -2.025 -0.034
H -2.322 -1.340 -3.378 0.057
H -1.026 -0.371 -4.103 0.005
H 1.386 -1.048 -3.529 0.095
H 3.505 -0.354 -2.921 0.177
H 2.918 0.739 -1.595 0.051
H 3.994 -0.407 -1.350 0.015
```

=====

# C16H20N4O4

C16H20N4O4 as an isolated structure at a distorted geometry (ωB97M-V/def2-TZVPD, the Open Molecules 2025 dataset).

The calculation puts the energy above the lowest of the compared OMol25 structures with the same formula, charge and spin at 523.7 kcal per mole. Its LUMO energy is -1.24 eV. For the largest force on an atom, the calculation gives 0.3549 Eh/bohr. The frontier orbital gap is 8.3 eV.

```
44
Properties=species:S:1:pos:R:3:lowdin_charge:R:1
C -0.386 2.846 -1.005 -0.109
H -0.421 2.695 -0.047 -0.013
H -1.165 3.217 -1.470 0.017
C -0.016 1.587 -1.749 -0.148
H 0.037 1.911 -2.891 0.169
H 0.899 1.327 -1.361 0.068
C -1.246 0.573 -1.258 -0.339
C -2.319 0.874 -1.860 -0.144
H -2.307 1.018 -2.899 0.106
H -3.155 0.058 -1.682 0.163
H -2.729 1.606 -1.255 0.092
H -0.965 0.420 -0.131 0.174
C -0.622 -0.721 -1.972 -0.110
N 0.579 -1.458 -1.169 0.215
C 0.969 -2.602 -1.062 -0.561
O 0.077 -3.536 -1.480 -0.060
C 1.908 -2.857 -0.196 -0.099
H 2.711 -2.164 -0.197 0.090
H 2.536 -4.042 -0.426 0.233
C 1.474 -3.048 1.422 -0.028
N 0.960 -1.699 1.747 -0.033
N -0.521 -1.959 2.135 0.169
N -1.138 -1.027 2.343 0.091
C -0.727 0.261 2.561 -0.257
C -1.132 1.351 2.833 -0.198
C -0.867 2.596 2.929 -0.146
C 0.401 3.017 2.704 0.071
C 1.406 1.704 2.424 0.100
C 0.664 0.588 2.311 -0.103
C 1.516 -0.577 1.782 -0.354
O 2.874 -0.606 1.550 -0.082
H 2.467 2.069 2.215 0.145
H 0.885 3.809 2.917 0.023
H -1.548 3.594 3.257 0.193
H -2.504 1.271 2.986 0.215
H 0.895 -3.986 1.553 0.125
H 2.579 -3.067 1.933 0.167
H 0.972 -0.772 -0.759 0.046
H -1.426 -1.648 -1.543 0.253
C -0.510 -1.087 -3.213 -0.412
O -0.709 -0.100 -4.196 -0.033
O -0.502 -2.323 -3.608 0.252
H -0.320 -2.837 -3.007 -0.090
H 0.426 3.723 -1.162 0.141
```

=====

# C16H20N4O4

C16H20N4O4 in the gas phase at a distorted geometry (ωB97M-V/def2-TZVPD, the Open Molecules 2025 dataset).

The calculation puts the energy above the lowest of the compared OMol25 structures with the same formula, charge and spin at 71.3 kcal per mole. Its LUMO energy is 0.25 eV. For the largest force on an atom, the calculation gives 0.1120 Eh/bohr. Its SMILES is NC(=O)CC[C@H](NC(=O)[C@@H](N)Cc1c[nH]c2ccccc12)C(=O)O. The frontier orbital gap is 7.8 eV.

```
44
Properties=species:S:1:pos:R:3:lowdin_charge:R:1
C 0.396 2.671 -0.649 -0.312
C 0.906 1.689 0.396 -0.526
C -1.128 2.778 -0.502 -0.070
C -1.619 1.327 -0.596 -0.124
C -1.759 0.362 0.478 -0.047
C -2.337 0.754 -1.739 -0.131
C -2.665 -0.579 -1.354 -0.223
C -2.521 1.336 -3.010 -0.027
C -3.239 -1.409 -2.283 -0.006
C -2.917 0.362 -3.917 -0.156
C -3.288 -0.880 -3.608 -0.140
C 2.323 -0.215 0.894 -0.208
C 3.732 -0.514 0.388 -0.482
C 1.499 -1.593 0.977 -0.064
C 0.957 -2.110 2.363 -0.092
C 1.968 -2.023 3.603 -0.432
H 1.184 3.046 -2.580 0.092
H 0.106 1.935 -2.447 0.054
H 0.988 3.633 -0.349 0.180
H -1.593 3.292 -1.359 0.116
H -1.261 3.178 0.454 0.093
H -1.653 0.537 1.529 0.118
H -2.681 -1.496 0.604 0.164
H -2.465 2.413 -3.231 0.116
H -3.688 -2.454 -2.137 0.130
H -3.177 0.624 -5.053 0.146
H -3.635 -1.456 -4.451 0.095
H 2.210 0.808 -0.943 0.176
H 2.544 0.181 1.873 0.145
H 2.114 -2.450 0.636 0.123
H 0.600 -1.502 0.334 0.111
H 0.615 -3.137 2.277 0.109
H 0.010 -1.700 2.562 0.072
H 0.246 -2.557 4.705 0.117
H 1.733 -2.361 5.630 0.081
H 3.986 -1.006 2.158 0.090
N 0.896 2.296 -1.947 0.054
N -2.434 -0.704 0.004 0.061
N 1.657 0.657 -0.015 0.109
N 1.276 -2.442 4.763 0.144
O 0.349 1.765 1.433 0.069
O 4.112 -0.208 -0.729 0.102
O 3.136 -1.737 3.538 0.069
O 4.516 -1.111 1.298 0.103
```

=====

# C16H20N4O4

C16H20N4O4 in the gas phase at a distorted geometry (ωB97M-V/def2-TZVPD, the Open Molecules 2025 dataset).

The calculation puts the energy above the lowest of the compared OMol25 structures with the same formula, charge and spin at 134.5 kcal per mole. Its LUMO energy is 0.20 eV. For the largest force on an atom, the calculation gives 0.1816 Eh/bohr. Its SMILES is NC(=O)CC[C@H](N)C(=O)N[C@@H](Cc1c[nH]c2ccccc12)C(=O)O. The frontier orbital gap is 8.5 eV.

```
44
Properties=species:S:1:pos:R:3:lowdin_charge:R:1
C -2.433 0.334 0.740 -0.243
C -1.338 1.411 0.843 -0.396
C -3.131 0.414 -0.724 -0.103
C -4.108 -0.799 -0.960 -0.100
C -5.609 -0.519 -0.706 -0.520
C 0.109 -0.320 -0.349 -0.173
C 0.618 -1.364 0.665 -0.422
C 0.982 -0.509 -1.681 -0.048
C 2.367 0.175 -1.522 -0.158
C 2.443 1.549 -1.569 -0.072
C 3.499 -0.263 -0.769 -0.106
C 4.124 1.055 -0.269 -0.183
C 3.846 -1.551 -0.313 -0.063
C 5.283 0.883 0.683 0.003
C 5.009 -1.607 0.399 -0.121
C 5.751 -0.416 0.798 -0.103
H -3.188 1.396 2.351 0.085
H -3.064 -0.293 2.572 0.104
H -2.030 -0.690 0.530 0.105
H -2.411 0.201 -1.487 0.091
H -3.692 1.302 -0.693 0.101
H -3.892 -1.740 -0.475 0.112
H -4.145 -0.958 -2.073 0.125
H -7.032 0.093 0.476 0.081
H -5.430 0.046 1.345 0.113
H 0.541 1.747 0.098 0.121
H -0.863 -0.778 -0.492 0.104
H 0.846 -1.592 -2.133 0.162
H 0.387 0.103 -2.357 0.098
H 1.897 2.206 -2.043 0.070
H 3.897 3.066 -0.926 0.230
H 3.314 -2.463 -0.706 0.132
H 5.853 1.715 0.769 0.052
H 5.382 -2.566 0.939 0.125
H 6.619 -0.769 1.428 0.109
H 0.112 -1.962 2.545 0.159
N -3.475 0.467 1.925 0.039
N -6.030 0.248 0.423 0.101
N -0.183 1.070 0.180 0.152
N 3.609 2.001 -0.954 0.059
O -1.524 2.541 1.397 0.017
O -6.425 -0.797 -1.569 0.027
O 0.844 -2.534 0.407 0.081
O 0.228 -1.135 1.979 0.054
```

=====

# C16H20N4O4S2

C16H20N4O4S2 in the gas phase at a distorted geometry (ωB97M-V/def2-TZVPD, the Open Molecules 2025 dataset).

The calculation puts the energy above the lowest of the compared OMol25 structures with the same formula, charge and spin at 69.6 kcal per mole. Its LUMO energy is -0.11 eV. For the largest force on an atom, the calculation gives 0.0281 Eh/bohr. Its SMILES is COc1ccccc1C(=O)Nc1nnc(S(=O)(=O)N2CCCCCC2)s1. The frontier orbital gap is 9.0 eV.

```
46
Properties=species:S:1:pos:R:3:lowdin_charge:R:1
C -4.798 -2.465 0.930 -0.058
H -3.991 -3.151 1.185 0.101
H -5.473 -2.367 1.785 0.102
H -5.345 -2.855 0.068 0.101
O -4.165 -1.239 0.629 -0.114
C -4.918 -0.158 0.276 -0.197
C -6.306 -0.210 0.182 -0.017
C -7.040 0.905 -0.180 -0.064
C -6.404 2.102 -0.459 -0.071
C -5.030 2.166 -0.369 -0.004
C -4.262 1.058 -0.005 -0.047
C -2.802 1.301 0.053 -0.404
O -2.309 2.386 -0.194 -0.012
N -1.997 0.246 0.403 0.136
C -0.652 0.398 0.516 -0.543
N 0.148 -0.565 0.863 0.023
N 1.416 -0.177 0.922 -0.036
C 1.595 1.060 0.616 -0.629
S 0.145 1.926 0.208 1.179
S 3.157 1.936 0.669 0.610
O 3.396 2.231 2.050 -0.271
O 3.016 3.016 -0.261 -0.292
N 4.322 0.933 0.132 -0.241
C 4.991 0.032 1.034 -0.192
H 4.836 0.441 2.033 0.111
C 4.487 -1.410 0.974 -0.180
H 3.463 -1.444 1.345 0.092
H 5.115 -2.004 1.641 0.111
C 4.524 -2.014 -0.432 -0.197
H 4.431 -3.098 -0.333 0.107
C 3.370 -1.522 -1.308 -0.197
C 3.584 -0.167 -2.000 -0.164
C 4.531 0.804 -1.285 -0.196
H 4.399 1.801 -1.712 0.113
H 5.570 0.499 -1.437 0.127
H 2.612 0.317 -2.120 0.105
H 3.994 -0.324 -3.001 0.111
H 2.483 -1.470 -0.677 0.078
H 3.172 -2.265 -2.084 0.105
H 5.485 -1.813 -0.909 0.109
H 6.063 0.061 0.805 0.130
H -2.398 -0.660 0.614 0.137
H -4.501 3.083 -0.578 0.122
H -6.973 2.973 -0.742 0.106
H -8.115 0.830 -0.242 0.109
H -6.829 -1.128 0.394 0.103
```

=====

Number 1: E -1862.8405 a.u.. Number 2: E -1862.1590 a.u.. Number 3: E -1140.9530 a.u.. Number 4: E -1141.6739 a.u.. Number 5: E -1141.5731 a.u.. Number 6: E -1938.0362 a.u..